[1]
DFT (the ωB97M-V functional and the def2-TZVPD basis) results for a molecular structure, C30H60AlBrNO3.

The geometry in XYZ format:
```
96
Properties=species:S:1:pos:R:3:forces:R:3:mulliken_charge:R:1
O 7.707460 -2.418097 -2.466306 0.49 -0.49 0.68 -0.572
C 8.644586 -2.478613 -1.684218 -0.88 0.68 -1.33 0.440
O 8.472104 -3.160681 -0.490511 -0.01 0.36 -0.27 -0.453
C 9.939176 -1.803933 -1.964752 -0.43 -0.66 1.02 -0.630
Al 10.257960 -0.135158 -0.835305 0.30 0.94 -0.48 0.514
Br 9.794832 -0.655459 1.495133 -0.12 -0.05 -0.28 -0.505
C 9.099184 1.424234 -1.440210 -0.61 -1.04 0.20 -1.026
C 7.764772 0.813518 -1.970044 0.54 0.69 1.17 0.163
C 6.605743 1.815258 -1.968770 0.35 0.38 -1.19 -0.882
N 5.378697 1.377993 -2.645540 0.04 0.11 0.93 -0.260
C 4.984676 0.000973 -2.365202 -1.04 0.01 -0.82 -0.220
C 3.469060 -0.082277 -2.186681 2.08 0.23 0.30 0.184
C 2.632680 -0.492203 -3.176537 -0.20 -0.19 -0.55 -0.446
C 1.276488 -0.532111 -2.926316 -0.24 -0.37 -1.23 -0.863
C 0.798910 -0.170418 -1.709084 -1.44 0.22 1.16 0.063
C 1.633162 0.229497 -0.677104 -0.08 0.00 -0.07 -0.188
C 2.972902 0.264683 -0.943620 0.24 0.21 0.61 -0.385
O 3.851433 0.651151 0.064529 -0.15 -0.20 -0.04 -0.632
H 8.525913 -2.500958 0.222580 0.48 -0.15 0.14 0.211
H 10.738440 -2.522192 -1.750015 0.12 0.29 -0.02 0.341
H 9.936982 -1.484173 -3.005963 0.10 -0.08 0.00 0.276
H 11.784019 0.351653 -1.014687 0.15 -0.27 0.20 -0.343
H 9.583284 2.022501 -2.219587 0.00 0.14 0.19 0.334
H 8.847014 2.041041 -0.566541 0.27 0.18 -0.14 0.324
H 7.505201 0.034128 -1.244054 -0.11 -0.32 -0.48 -0.082
H 7.964541 0.384788 -2.954048 -0.44 -0.18 0.04 0.267
H 6.960409 2.701959 -2.513949 -0.13 0.01 0.10 0.371
H 6.372720 2.173570 -0.960941 0.04 -0.33 0.07 0.253
H 5.390080 1.580365 -3.632091 0.15 -0.19 -0.03 0.304
H 5.273449 -0.653155 -3.196440 0.10 -0.23 0.31 0.511
H 5.411136 -0.372293 -1.440251 0.44 0.12 -0.18 0.097
H 3.046262 -0.788694 -4.133480 -0.06 -0.01 -0.02 0.428
H 0.589410 -0.850616 -3.702241 0.00 0.01 0.03 0.377
H -0.272194 -0.205001 -1.530184 0.03 -0.02 -0.01 0.196
H 1.298111 0.505330 0.314874 -0.20 -0.01 -0.08 0.529
H 4.050735 -0.152209 0.560429 0.19 0.17 0.15 0.224
C -1.766240 -0.081886 1.947714 0.03 -0.13 0.26 -0.629
C -2.860228 -0.218738 0.907753 0.00 0.08 -0.14 -0.528
C -2.973468 1.012751 0.010792 -0.11 -0.08 -0.19 -0.398
C -3.367003 2.313827 0.710659 0.08 -0.04 0.14 -0.939
C -4.692238 2.265793 1.469321 -0.04 0.10 -0.12 -0.604
C -5.895348 1.993616 0.571179 -0.01 -0.06 0.16 -1.062
H -1.953965 0.741787 2.639102 0.02 0.01 -0.02 0.336
H -1.685313 -0.995373 2.539441 0.08 0.03 0.02 0.273
H -0.802704 0.089919 1.463168 0.01 0.03 0.05 -0.102
H -3.821769 -0.434604 1.383465 0.01 0.03 0.02 0.379
H -2.628770 -1.087751 0.285052 -0.08 0.03 -0.05 0.372
H -3.694031 0.797295 -0.784218 0.03 0.05 -0.03 0.362
H -2.010367 1.170467 -0.484910 -0.02 0.00 -0.02 0.151
H -3.415641 3.108489 -0.040565 -0.02 0.00 0.01 0.452
H -2.574791 2.608219 1.404840 0.01 -0.01 -0.02 0.345
H -4.839933 3.229216 1.965675 0.02 -0.03 0.04 0.355
H -4.650708 1.515933 2.264192 0.04 -0.01 -0.01 0.303
H -5.980410 2.755219 -0.207097 0.01 -0.03 -0.03 0.283
H -6.816346 2.007741 1.157267 -0.03 0.00 -0.07 0.381
H -5.825836 1.016665 0.089710 -0.01 0.02 -0.03 0.300
C -12.142401 1.832564 -2.573436 0.08 0.08 -0.08 -1.217
C -10.648629 1.886390 -2.267635 -0.08 -0.11 0.01 -0.392
C -10.316654 1.590137 -0.806172 0.10 0.02 0.02 -0.391
C -10.899770 2.579330 0.204495 -0.11 -0.01 -0.04 -0.700
C -10.496844 4.037118 -0.010743 0.08 -0.02 0.14 -0.419
C -8.994933 4.271386 0.116074 -0.10 0.11 -0.10 -1.060
H -12.696564 2.588464 -2.014572 -0.02 -0.03 0.01 0.284
H -12.321289 2.012623 -3.634759 -0.05 -0.02 0.01 0.380
H -12.555120 0.852285 -2.325453 -0.02 0.02 0.03 0.293
H -10.249526 2.861984 -2.558543 0.02 0.00 0.02 0.243
H -10.137733 1.149320 -2.892945 0.03 0.04 0.00 0.381
H -9.229180 1.551577 -0.692740 -0.01 0.00 0.02 0.056
H -10.678664 0.587518 -0.556371 0.00 0.00 -0.02 0.391
H -10.590616 2.269661 1.208056 0.01 0.03 0.00 0.367
H -11.991679 2.510540 0.194343 0.01 -0.02 0.00 0.324
H -11.010136 4.650283 0.735330 -0.03 0.00 -0.04 0.341
H -10.842849 4.390481 -0.986075 -0.02 -0.03 0.00 0.247
H -8.635129 3.961185 1.099172 0.03 -0.03 -0.02 0.259
H -8.762785 5.330451 -0.008094 0.05 -0.02 0.02 0.428
H -8.436746 3.720828 -0.642475 0.03 -0.01 0.04 0.196
C 5.147915 -5.034332 3.932472 -0.10 -0.09 0.03 -1.190
C 4.028271 -5.173776 2.905251 0.11 0.02 0.00 -0.460
C 3.885180 -3.955756 1.994700 -0.07 0.00 -0.09 -0.694
C 3.523129 -2.653122 2.709535 0.11 -0.04 0.13 0.044
C 2.230981 -2.692571 3.524848 -0.04 0.11 -0.15 -0.548
C 0.992580 -2.961765 2.675585 -0.02 -0.03 0.16 -0.940
H 4.964874 -4.206554 4.619672 0.03 0.01 -0.01 0.291
H 5.233138 -5.944101 4.529886 0.04 0.02 0.02 0.381
H 6.107519 -4.864841 3.440689 -0.01 0.05 0.01 0.287
H 3.083453 -5.380497 3.417458 -0.01 0.02 -0.02 0.259
H 4.234299 -6.047351 2.280900 -0.04 0.00 0.00 0.371
H 3.134033 -4.173035 1.229711 0.00 0.02 0.00 0.327
H 4.824786 -3.804052 1.455054 0.00 -0.02 0.01 0.450
H 3.441946 -1.859132 1.958611 -0.05 0.00 0.01 -0.390
H 4.345397 -2.358844 3.367653 0.01 0.01 -0.03 0.411
H 2.108866 -1.726329 4.022747 0.02 -0.02 0.03 0.353
H 2.301583 -3.439155 4.320889 0.05 -0.01 -0.02 0.288
H 0.882928 -2.201485 1.898808 0.01 -0.04 -0.04 0.119
H 0.095293 -2.940002 3.297667 -0.04 0.00 -0.06 0.364
H 1.036845 -3.940410 2.194994 0.00 0.02 -0.03 0.311
```
Forces are in eV/Å.

Results
E_LUMO	1.897	eV
gap between HOMO and LUMO	0.2552	Ha
energy above the lowest of the compared OMol25 structures with the same formula, charge and spin	7.8	kcal/mol
total charge	-1
max |F|	2.12	eV/A
electronic energy	-4276.15565	Eh

[2]
DFT (the ωB97M-V functional and the def2-TZVPD basis) results for 11 unconnected molecules or ions with the total composition C30H60Br20IN4O.

The geometry in XYZ format:
```
116
Properties=species:S:1:pos:R:3:forces:R:3:mulliken_charge:R:1
C -5.175848 -0.740651 3.719772 0.71 0.43 -0.03 -0.906
C -5.663356 0.703536 3.715515 1.33 -1.44 -0.54 0.471
O -5.877192 1.247504 4.755604 -1.15 0.82 0.92 -0.566
N -5.792774 1.292353 2.441556 -1.07 0.20 0.47 0.430
C -6.822310 2.329000 2.353390 0.07 0.88 -0.63 -0.819
C -7.865065 2.094738 1.229046 0.74 -0.19 -0.19 -0.570
C -8.171492 0.624737 0.913783 -0.78 -0.14 0.46 -0.677
C -9.513633 0.098745 1.516838 0.17 0.52 -1.10 -1.248
N -9.948075 0.823380 2.720602 0.71 -1.51 -0.50 0.619
C -11.388088 0.628487 3.047769 -0.05 0.78 1.26 -0.749
C -11.603122 1.212521 4.469365 -0.29 0.30 -0.44 -0.588
C -10.446553 2.111996 4.884017 0.15 1.16 0.01 -0.831
I -10.493573 3.983579 3.784964 0.11 -0.32 0.25 0.128
N -9.124069 1.424303 4.762936 -2.72 -1.55 1.04 0.093
C -9.247501 0.461581 3.843718 0.69 0.77 -0.61 -0.499
N -8.740383 -0.738542 4.098472 0.38 -0.56 -0.05 -0.248
H -6.004316 -1.447365 3.657758 0.01 0.05 -0.26 0.110
H -4.653236 -0.932356 4.653902 -0.11 0.03 0.12 0.398
H -4.462005 -0.904821 2.910833 -0.28 -0.16 -0.18 0.227
H -4.900130 1.625043 2.096467 0.22 -0.40 -0.24 -0.220
H -6.317530 3.269812 2.119968 -0.18 0.12 0.13 0.437
H -7.347515 2.508982 3.287519 0.31 -0.31 0.28 0.370
H -8.768902 2.652004 1.467295 -0.09 -0.06 0.09 0.188
H -7.486686 2.567023 0.320670 0.09 -0.14 -0.05 0.575
H -8.254950 0.543145 -0.167982 -0.06 -0.30 -0.01 0.534
H -7.385190 -0.067167 1.219134 0.33 0.38 -0.03 0.430
H -10.278293 0.282570 0.763269 -0.22 -0.07 0.19 0.514
H -9.453308 -0.988768 1.651178 -0.24 0.06 0.16 0.318
H -11.671001 -0.425968 3.092530 0.10 -0.03 -0.51 0.263
H -11.980327 1.193132 2.334211 0.09 -0.17 -0.23 0.476
H -12.503754 1.823185 4.463142 -0.07 -0.06 0.13 0.430
H -11.766871 0.433246 5.219755 0.23 -0.06 -0.04 0.308
H -10.548767 2.408099 5.920977 0.06 0.13 0.02 0.709
H -8.911113 0.977421 5.656538 0.76 0.68 0.13 0.404
H -8.890355 -1.120771 5.020985 0.74 0.17 0.11 0.250
H -8.251445 -1.319708 3.433334 -0.53 -0.01 -0.21 0.238
Br -3.654711 -0.829681 -0.237683 -0.08 0.06 0.08 -0.138
C -4.067930 0.905476 -1.020285 0.10 -0.24 -0.07 -0.360
C -2.889380 1.840128 -0.960202 -0.15 0.12 -0.05 -0.148
Br -2.640373 2.552553 0.834071 0.01 0.03 0.10 -0.158
H -4.938310 1.286553 -0.492566 0.03 0.04 -0.01 -0.040
H -4.334778 0.697739 -2.054399 0.05 0.04 -0.01 0.433
H -3.057954 2.712762 -1.588207 -0.02 -0.08 0.04 -0.026
H -1.952232 1.368717 -1.242033 -0.02 -0.04 0.06 0.416
Br -0.025287 0.005886 3.716942 0.03 -0.04 -0.05 -0.133
C 1.583439 0.961049 3.172577 -0.17 0.03 0.19 -0.413
C 1.294676 1.931667 2.059690 0.19 0.02 -0.18 -0.556
Br 1.089832 1.020343 0.352557 -0.12 0.02 -0.02 -0.107
H 2.320416 0.211357 2.901017 0.01 0.04 -0.04 0.155
H 1.918295 1.489456 4.062554 0.01 0.03 -0.04 0.363
H 2.132091 2.612555 1.920729 0.03 -0.05 0.04 0.379
H 0.386930 2.506045 2.219071 -0.02 -0.06 0.04 0.335
Br 5.603469 -1.196419 -1.962041 0.06 0.00 0.02 -0.132
C 4.897682 -2.312822 -0.534113 -0.03 0.02 -0.28 -0.668
C 4.153107 -1.494541 0.485506 0.03 -0.10 0.22 -0.470
Br 5.376194 -0.531413 1.657300 -0.08 0.15 -0.04 -0.129
H 5.737850 -2.856600 -0.113100 -0.03 0.03 0.06 0.403
H 4.225394 -3.013538 -1.025238 -0.03 0.02 0.04 0.376
H 3.575331 -2.138616 1.146147 0.03 -0.04 -0.04 0.397
H 3.495447 -0.753282 0.041377 0.06 -0.03 -0.04 0.216
Br 5.866202 -4.755233 -4.805972 -0.05 -0.03 -0.05 -0.134
C 7.363145 -4.088152 -5.855077 0.06 -0.14 0.24 -0.210
C 7.608005 -2.626217 -5.598421 0.01 0.14 -0.21 -0.507
Br 6.297376 -1.509886 -6.512030 0.00 0.01 0.11 -0.158
H 7.141449 -4.305583 -6.895323 -0.01 0.07 0.00 0.417
H 8.218918 -4.680770 -5.537317 0.01 0.05 0.03 -0.082
H 8.571595 -2.324818 -6.004100 0.00 -0.06 -0.01 0.385
H 7.563295 -2.367413 -4.544643 -0.04 -0.07 0.00 0.263
Br -2.325416 5.044930 -2.700244 0.03 0.18 -0.07 -0.135
C -2.412037 6.241106 -1.166039 0.07 -0.29 0.06 -0.531
C -3.827264 6.656829 -0.867916 -0.02 0.29 0.00 -0.509
Br -4.454206 8.000324 -2.126394 -0.07 -0.07 0.00 -0.125
H -1.759236 7.080050 -1.385752 -0.07 0.03 -0.02 0.439
H -1.999868 5.670692 -0.335418 -0.05 0.00 0.01 0.251
H -3.887598 7.129733 0.110304 0.06 -0.02 0.00 0.362
H -4.530057 5.830463 -0.912489 0.07 -0.04 -0.02 0.301
Br 9.911669 -6.890264 -6.561835 0.06 0.01 0.00 -0.137
C 10.802771 -7.714197 -5.039036 -0.11 -0.11 -0.15 -0.595
C 9.914280 -7.733054 -3.823800 0.14 0.07 0.22 0.021
Br 9.806972 -5.976895 -2.991473 -0.10 -0.01 -0.07 -0.150
H 11.726383 -7.166413 -4.881385 -0.03 0.01 0.05 0.412
H 11.035437 -8.728344 -5.358275 -0.03 0.00 0.04 0.360
H 10.327856 -8.388085 -3.058981 0.04 0.00 -0.04 0.385
H 8.894298 -8.035341 -4.044437 0.07 0.05 -0.04 -0.276
Br 7.252198 -1.735803 6.327326 0.05 -0.03 0.03 -0.159
C 8.704436 -1.246243 5.123444 -0.23 0.12 0.08 -0.330
C 8.453231 -1.752279 3.727654 0.30 -0.12 -0.03 0.018
Br 8.804404 -3.663809 3.598423 -0.10 0.01 -0.04 -0.143
H 9.619929 -1.633090 5.560029 -0.01 -0.06 -0.06 0.420
H 8.731519 -0.159495 5.138104 0.01 -0.07 -0.06 0.085
H 9.138690 -1.287464 3.022201 0.00 0.06 0.05 -0.017
H 7.433753 -1.594810 3.391161 0.00 0.01 0.08 0.117
Br 8.758339 2.002401 3.363008 0.02 0.03 -0.03 -0.144
C 10.211108 2.488194 2.160709 -0.17 0.16 0.04 -0.585
C 9.962514 1.981995 0.764726 0.20 -0.17 -0.09 -0.574
Br 10.303751 0.070650 0.625525 -0.08 0.03 0.00 -0.132
H 11.125450 2.100484 2.598365 -0.01 -0.05 -0.06 0.370
H 10.239717 3.575789 2.173417 -0.02 -0.01 -0.04 0.355
H 10.651601 2.447326 0.062983 0.01 0.03 0.05 0.343
H 8.942418 2.144754 0.430811 0.00 0.02 0.06 0.371
Br -2.734736 11.736990 -5.550771 0.02 -0.04 -0.06 -0.130
C -4.037678 10.716332 -6.574018 -0.02 0.24 0.18 -0.577
C -4.380471 9.419074 -5.891987 0.02 -0.25 -0.19 -0.483
Br -2.969166 8.098516 -6.113710 -0.01 0.02 0.10 -0.108
H -3.620136 10.574932 -7.565726 -0.01 -0.07 0.02 0.374
H -4.915268 11.356395 -6.639008 -0.02 -0.05 0.01 0.344
H -5.263382 8.971585 -6.344133 0.00 0.05 -0.02 0.341
H -4.540733 9.532385 -4.824301 0.03 0.07 -0.02 0.200
Br 6.359455 -8.657148 -4.703995 0.02 0.01 0.00 -0.119
C 7.013656 -10.490241 -4.702543 -0.24 0.17 -0.20 -0.607
C 6.405708 -11.293741 -3.585042 0.22 -0.16 0.17 -0.563
Br 7.219768 -10.853984 -1.872274 -0.06 0.04 -0.02 -0.137
H 8.097167 -10.439347 -4.645360 -0.01 -0.06 0.05 0.315
H 6.723460 -10.897609 -5.668924 0.00 -0.04 0.03 0.383
H 6.596791 -12.355203 -3.729297 0.01 0.02 -0.04 0.353
H 5.338067 -11.130370 -3.479284 0.02 0.05 -0.05 0.378
```
Forces are in eV/Å.

Results
E_LUMO	-3.740	eV
gap between HOMO and LUMO	0.2521	Ha
total charge	+1
max |F|	3.30	eV/A
electronic energy	-53251.10839	Eh